# 1
Below is a molecular structure, C40H31NO4SV at a distorted geometry, with properties calculated with ωB97M-V/def2-TZVPD.

Element x y z (Å)
V  -0.01588  0.07159  0.29158
S  -0.41666  -1.25512  -1.56089
O  0.11106  1.75023  0.23033
O  -3.80037  -0.49494  1.22228
O  -1.64502  -0.29414  0.71409
O  1.60790  -0.38947  0.29406
N  0.25760  0.04839  2.36053
C  3.47622  0.93416  1.79815
C  -1.85540  -3.45040  -2.00918
C  1.03441  4.16819  2.69966
C  -3.46436  5.06371  -0.93493
C  4.09571  -1.75931  -0.84726
C  0.73310  0.19795  5.04683
C  -1.93429  3.20262  -0.91106
C  2.71908  4.86848  0.61208
C  -2.92521  3.94396  -1.54629
C  -1.07177  2.12776  2.32493
C  4.21167  -3.90192  -1.93327
C  -3.00487  5.45030  0.31808
C  1.63692  4.03805  0.38204
C  -1.80733  -2.30774  -1.21306
C  4.40913  1.64331  2.54935
C  2.11692  5.01246  2.93025
C  -3.93569  -4.12207  -0.99470
C  0.99256  -0.90776  2.95646
C  2.49921  -1.29048  1.02014
C  -2.90634  -4.34599  -1.89932
C  2.67764  -3.55354  -0.11758
C  3.53348  -0.45053  1.74842
C  1.23583  -0.86160  4.31284
C  -2.88430  -0.93380  0.60787
C  -3.89937  -2.99376  -0.19897
C  4.53657  -1.12461  2.44244
C  -2.84187  -2.09176  -0.29723
C  -0.23291  1.09932  3.05194
C  -1.47916  3.58521  0.34124
C  5.39624  0.97072  3.25150
C  -0.42185  2.81207  1.10246
C  2.96113  5.36200  1.89065
C  5.46033  -0.41722  3.19306
C  4.64027  -2.58458  -1.81594
C  1.57461  -1.96151  2.05320
C  3.23224  -4.38613  -1.08199
C  0.00256  1.18714  4.41191
C  3.10864  -2.23811  0.00974
C  -2.01517  4.71776  0.95002
C  0.78558  3.67630  1.42658
H  -4.23464  5.63825  -1.43163
H  4.64440  -4.55004  -2.68388
H  -1.64570  5.04584  1.91499
H  3.36881  5.14270  -0.20866
H  2.13307  -2.68914  2.63880
H  -4.68433  -2.78533  0.51596
H  1.82766  -1.63874  4.77573
H  -2.91808  -5.22803  -2.52628
H  -1.37005  2.89834  3.03197
H  -4.75567  -4.82169  -0.91325
H  6.23861  -0.94962  3.72393
H  2.89602  -5.41125  -1.16402
H  -3.41316  6.32832  0.80063
H  3.80087  6.02076  2.06980
H  1.44183  3.67460  -0.61879
H  2.71917  1.47526  1.24788
H  4.44231  -0.73728  -0.75043
H  4.35653  2.72370  2.57476
H  0.91846  0.25924  6.11124
H  -1.52721  2.33328  -1.40906
H  -3.27283  3.64067  -2.52498
H  2.29137  5.39771  3.92633
H  0.38508  3.92320  3.52899
H  -0.39428  2.02641  4.96611
H  6.12293  1.52081  3.83460
H  5.40648  -2.20402  -2.47805
H  -1.99436  1.65365  1.98827
H  4.60637  -2.20533  2.38222
H  0.76867  -2.48676  1.53254
H  -1.06114  -3.63260  -2.72160
H  1.91105  -3.95360  0.53163

HOMO   -11.17 eV
E_LUMO   -4.62 eV
Net charge   +1
Kohn-Sham gap   6.55 eV


# 2
Below is a molecular structure, C40H32I2N2O3P2S2W at a distorted geometry, with properties calculated with ωB97M-V/def2-TZVPD.

Element x y z (Å)
W  0.28837  0.30260  -0.50985
I  1.77108  2.71499  -1.70538
I  3.02529  4.13623  1.31649
S  -0.76619  -1.04869  1.26617
S  1.55691  -0.20508  -2.68833
P  2.15179  -1.78602  -1.54616
P  1.16234  -1.74050  1.48131
O  0.56639  1.48577  0.95313
O  -1.03620  -0.44634  -1.68006
O  -3.70623  1.76467  -4.12521
N  -2.12440  1.52208  -1.94611
N  -1.46313  1.68428  -0.72874
C  0.10345  -4.22946  2.09990
C  2.07968  -1.06286  2.85313
C  0.19349  -5.60778  2.22774
C  -1.97382  -1.48669  -4.05098
C  -0.28344  -5.29704  -3.13769
C  -3.27678  0.53759  -4.43341
C  -1.72272  3.66095  3.63396
C  3.52775  -0.05944  4.98433
C  0.87911  -4.88551  -3.77835
C  -1.96748  2.52413  0.10285
C  -2.44959  -2.02411  -5.21762
C  1.72740  -1.04275  -0.02274
C  -3.34634  -1.28384  -5.99866
C  4.40581  -3.41397  -1.69016
C  1.21991  -3.22503  -2.06941
C  3.66346  0.51486  3.72660
C  -1.86597  0.34074  -2.40886
C  -0.70561  -4.66062  -1.97904
C  1.19620  -3.51934  1.61382
C  1.77332  4.37632  -0.36163
C  2.37918  -4.17168  1.26721
C  3.89995  -2.11310  -1.71054
C  0.22900  2.32361  3.13175
C  4.76578  -1.01855  -1.75614
C  6.13371  -1.22762  -1.79646
C  -0.53277  3.06072  4.02838
C  2.45463  -5.54896  1.38710
C  6.63684  -2.52315  -1.78605
C  2.93587  0.02015  2.65572
C  1.36267  -6.26388  1.86545
C  -3.75459  -0.02624  -5.61699
C  -0.21310  2.17078  1.83133
C  -1.42534  2.74169  1.42031
C  1.63098  -3.84944  -3.25056
C  0.03819  -3.61814  -1.44773
C  -2.37732  -0.20200  -3.63612
C  -2.16304  3.50107  2.33458
C  5.77697  -3.61237  -1.73139
C  2.67402  -1.13901  5.17860
C  1.95486  -1.65162  4.11249
H  1.16392  1.86946  3.42939
H  -0.32393  -3.10909  -0.56727
H  6.80792  -0.38322  -1.84278
H  -2.30133  4.24202  4.33774
H  1.20106  -5.37076  -4.68973
H  -0.18590  3.17403  5.04723
H  0.75478  4.58814  -0.05876
H  -0.81823  -3.72041  2.35717
H  3.04177  0.46386  1.67368
H  -0.65029  -6.16914  2.60547
H  4.36864  -0.01036  -1.77301
H  -0.86582  -6.11086  -3.54928
H  2.52978  -3.52740  -3.76276
H  -1.27979  -2.04274  -3.43436
H  -3.72691  -1.70458  -6.92008
H  -2.13671  -3.00960  -5.53338
H  -1.62051  -4.96828  -1.49021
H  4.10084  0.32738  5.81677
H  3.23981  -3.61034  0.91732
H  6.17448  -4.61841  -1.72775
H  1.42569  -7.33965  1.96134
H  4.34513  1.34215  3.57767
H  -4.44562  0.55153  -6.21502
H  -2.86308  3.06367  -0.19710
H  -3.31357  2.06586  -3.28791
H  2.58193  -1.59080  6.15685
H  2.17468  5.19180  -0.95288
H  7.70605  -2.68441  -1.82486
H  3.36604  -6.06563  1.11657
H  1.30860  -2.50886  4.25973
H  -3.09487  3.95066  2.01312
H  3.73798  -4.26522  -1.64900

HOMO   -12.88 eV
Energy relative to the best compared isomer or geometry (same formula, charge and spin)   1.248 eV
E_LUMO   -7.82 eV
Net charge   +2
Kohn-Sham gap   5.06 eV


# 3
Below is a molecular structure, C40H33I2N4O3PRuSe, with properties calculated with ωB97M-V/def2-TZVPD.

Element x y z (Å)
I  -3.82028  0.45659  0.28676
I  -1.76105  1.00128  -2.32246
Ru  -1.08596  0.37927  0.21296
Se  -0.78154  2.66188  1.11473
P  -1.64067  -3.09573  -0.58981
O  -0.66474  -0.14815  2.16653
O  3.22223  6.90596  0.31869
O  -1.33111  -1.63433  -0.40740
N  -0.55933  5.30366  -2.78009
N  4.08085  1.58882  3.44233
N  0.94184  0.28670  0.14874
N  4.83456  2.36833  2.76921
C  3.15681  0.78984  3.05840
C  0.49073  4.60448  -2.35837
C  -4.26991  -3.83939  -1.18149
C  3.12991  0.64738  -0.71891
C  1.86566  7.40228  0.30997
C  -5.29413  -3.41139  -3.31524
C  -1.97028  -3.90587  0.97261
C  -0.67365  3.77347  -0.43982
C  -3.07676  -3.29376  -1.64570
C  1.76769  0.43204  -0.88533
C  2.11337  -4.26273  -1.51212
C  5.31208  4.32236  1.56354
C  -0.26916  -3.94552  -1.36815
C  2.30391  0.20523  4.09117
C  -1.76740  4.51666  -0.86034
C  -2.71175  -3.76322  3.25737
C  -1.82031  -5.28571  1.10655
C  1.04300  -0.15968  3.81324
C  -1.65794  5.26000  -2.02977
C  4.90153  5.44271  0.92256
C  1.47187  0.31668  1.38607
C  -3.76596  0.47142  -1.83898
C  0.63378  -5.62928  -2.83236
C  2.80218  0.60560  1.63894
C  3.53178  5.81919  0.97281
C  -5.37777  -3.89551  -2.01871
C  3.65816  0.77253  0.55450
C  -2.56883  -5.13812  3.38469
C  -0.46140  -4.96398  -2.29811
C  0.48820  3.83659  -1.20095
C  4.37125  3.51035  2.27600
C  -4.10196  -2.86860  -3.78653
C  3.00561  3.93204  2.36301
C  -2.12158  -5.89901  2.31205
C  1.91690  -5.27907  -2.44042
C  2.59015  5.04978  1.71114
C  -2.41241  -3.14468  2.05250
C  1.02426  -3.59755  -0.97624
C  0.53278  0.00586  2.46584
C  -2.99619  -2.80864  -2.95536
H  -2.00465  -6.96920  2.41697
H  -1.46147  -5.23868  -2.61046
H  1.19412  6.65013  -0.10204
H  0.36126  -0.51970  4.57153
H  1.38208  4.65999  -2.97555
H  3.11704  -3.99936  -1.20491
H  -6.15565  -3.46538  -3.96769
H  -3.05933  -3.17487  4.09643
H  2.76838  -5.80059  -2.85692
H  -2.51331  -2.07216  1.94913
H  -1.46121  -5.88142  0.27558
H  0.48305  -6.41979  -3.55503
H  -2.80451  -5.62016  4.32426
H  5.58299  6.07618  0.37189
H  3.75913  0.74261  -1.59256
H  -6.30353  -4.32264  -1.65731
H  4.71089  0.97612  0.69748
H  2.29099  3.36931  2.95037
H  1.89078  8.27554  -0.33082
H  -3.97809  -0.52188  -2.22001
H  1.55503  5.35406  1.76682
H  -4.03562  -2.50657  -4.80430
H  -2.68861  4.52091  -0.29188
H  -2.06368  -2.39580  -3.32525
H  6.34639  4.00442  1.54968
H  2.70300  0.17583  5.09663
H  1.17084  -2.80572  -0.24962
H  1.57003  7.68510  1.31901
H  -4.44075  1.22842  -2.22026
H  1.32276  0.38904  -1.86999
H  -2.50004  5.84620  -2.38111
H  -4.33997  -4.21879  -0.16959
H  1.37257  3.27975  -0.91067

HOMO (alpha / beta)   -12.12 / -12.12 eV
Energy relative to the best compared isomer or geometry (same formula, charge and spin)   0.000 eV
E_LUMO (alpha / beta)   -7.59 / -7.59 eV
Net charge   +2
Kohn-Sham gap (alpha / beta)   4.53 / 4.53 eV


| no. | calculated total energy (eV) |
| --- | --- |
| 1 | -88183.106 |
| 2 | -109385.224 |
| 3 | -147522.886 |